Here is a molecular structure, C39H35As2N2OPt from the OMol25 dataset. Energies are from ωB97M-V with the def2-TZVPD basis set.

Each line ends with the Löwdin charge.
Positions of all 80 atoms, in Å:
Pt (0.9013, -0.4015, 0.9332)  0.712
C (3.6203, 1.6927, 0.7218)  -0.377
C (2.9006, 1.5560, 2.0609)  -0.405
As (1.1055, 0.3398, 3.8711)  1.322
C (1.6738, -0.9609, 5.2218)  -0.399
C (2.9967, -0.9426, 5.6628)  -0.120
C (3.4230, -1.7843, 6.6788)  -0.092
C (2.5263, -2.6506, 7.2893)  -0.109
C (1.2011, -2.6587, 6.8799)  -0.098
C (0.7791, -1.8198, 5.8561)  -0.122
C (-0.4358, -0.6240, 3.1047)  -0.490
C (-1.5564, 0.1460, 2.7614)  -0.154
C (-2.6813, -0.4404, 2.2047)  -0.099
C (-2.7211, -1.8128, 1.9986)  -0.088
C (-1.6390, -2.5974, 2.3692)  -0.097
C (-0.5049, -2.0119, 2.9148)  -0.161
As (2.4382, 1.2285, -0.7860)  1.260
C (3.5511, 2.1354, -2.1626)  -0.375
C (3.5262, 3.5290, -2.1889)  -0.143
C (4.2582, 4.2419, -3.1268)  -0.107
C (5.0202, 3.5657, -4.0707)  -0.113
C (5.0411, 2.1791, -4.0642)  -0.097
C (4.3119, 1.4686, -3.1173)  -0.098
C (2.9551, -0.6031, -1.2517)  -0.442
C (4.0954, -1.2543, -0.7881)  -0.111
C (4.3765, -2.5533, -1.1891)  -0.089
C (3.5299, -3.2122, -2.0698)  -0.095
C (2.3960, -2.5681, -2.5472)  -0.089
C (2.1105, -1.2744, -2.1367)  -0.151
H (4.5326, 1.0977, 0.6704)  0.051
H (3.9134, 2.7321, 0.5535)  0.061
H (2.0465, 2.2399, 2.0552)  0.069
H (3.5594, 1.9238, 2.8626)  0.090
H (3.7105, -0.2741, 5.1981)  0.093
H (4.4605, -1.7657, 6.9901)  0.098
H (2.8578, -3.3123, 8.0800)  0.092
H (0.4896, -3.3237, 7.3547)  0.096
H (-0.2591, -1.8428, 5.5481)  0.093
H (-1.5254, 1.2182, 2.9192)  0.086
H (-3.5223, 0.1750, 1.9109)  0.102
H (-3.5863, -2.2676, 1.5336)  0.107
H (-1.6659, -3.6677, 2.2068)  0.105
H (0.3267, -2.6357, 3.2162)  0.087
H (2.9207, 4.0683, -1.4664)  0.092
H (4.2283, 5.3249, -3.1262)  0.095
H (5.5893, 4.1172, -4.8089)  0.093
H (5.6293, 1.6428, -4.7993)  0.097
H (4.3421, 0.3859, -3.1245)  0.092
H (4.7641, -0.7689, -0.0894)  0.088
H (5.2544, -3.0529, -0.7975)  0.099
H (3.7470, -4.2286, -2.3754)  0.095
H (1.7161, -3.0777, -3.2184)  0.103
H (1.2026, -0.7934, -2.4830)  0.094
C (2.3639, 0.1439, 2.3347)  -0.641
C (3.4432, -0.8798, 2.5219)  -0.310
C (4.7754, -0.5375, 2.7806)  -0.087
C (5.7624, -1.5028, 2.9429)  -0.097
C (5.4504, -2.8502, 2.8601)  -0.112
C (4.1336, -3.2147, 2.6023)  -0.087
C (3.1594, -2.2487, 2.4294)  -0.066
H (5.0584, 0.5045, 2.8614)  0.100
H (6.7831, -1.1931, 3.1371)  0.095
H (6.2181, -3.6037, 2.9856)  0.090
H (3.8669, -4.2616, 2.5183)  0.100
H (2.1488, -2.5465, 2.1798)  0.080
N (-4.4740, -1.2984, -3.7340)  0.103
C (-3.6430, -2.2719, -3.1421)  -0.547
O (-3.8399, -3.4635, -3.4163)  -0.031
C (-2.6382, -1.8049, -2.2327)  -0.186
C (-1.7121, -2.7257, -1.6565)  -0.037
C (-0.7483, -2.2954, -0.7995)  -0.197
N (-0.5911, -0.9886, -0.4205)  -0.178
C (-1.4616, -0.0982, -0.9722)  -0.196
C (-2.4539, -0.4417, -1.8422)  -0.056
H (-4.9506, -1.6834, -4.5355)  0.077
H (-4.0352, -0.4113, -3.9270)  0.060
H (-1.7866, -3.7740, -1.9117)  0.102
H (-0.0392, -2.9905, -0.3656)  0.099
H (-1.3247, 0.9324, -0.6669)  0.089
H (-3.1107, 0.3443, -2.1935)  0.086

## Properties
relative energy (zero: lowest compared OMol25 entry of this formula, charge and spin) = 12.4 kJ/mol
⟨S²⟩ = 2.022
calculated total energy = -6282.7812 Eh
Kohn-Sham gap (spin up / spin down) = 0.177 / 0.256 Ha
net charge = -1
LUMO (spin up / spin down) = 2.578 / 2.078 eV
spin multiplicity = 3


Here is a molecular structure, C39H35AsCl2N5NaO2S3 from the OMol25 dataset. Energies are from ωB97M-V with the def2-TZVPD basis set.

Each line ends with the Löwdin charge.
Positions of all 88 atoms, in Å:
Na (0.1715, -0.0937, 0.3357)  0.331
N (3.2409, 1.0182, -4.6211)  0.086
C (4.5470, 0.7512, -4.2447)  -0.270
C (5.5132, 0.4574, -5.2072)  -0.056
C (6.8394, 0.2376, -4.8545)  -0.141
C (7.2162, 0.2876, -3.5197)  -0.140
C (6.2498, 0.5518, -2.5523)  -0.129
C (4.9270, 0.8000, -2.8958)  -0.482
S (3.7238, 1.1721, -1.6879)  0.946
N (2.2388, 0.9664, -2.4351)  -0.281
C (2.1175, 0.9252, -3.7408)  -0.393
C (0.8515, 0.7910, -4.3751)  -0.241
C (0.6689, 0.9425, -5.7925)  -0.083
C (-0.5633, 0.7541, -6.3539)  -0.153
C (-1.6597, 0.4143, -5.5359)  -0.129
C (-1.4122, 0.3309, -4.1627)  -0.205
N (-0.2451, 0.5109, -3.5743)  0.083
H (3.0338, 0.7293, -5.5606)  0.091
H (5.2141, 0.4153, -6.2506)  0.099
H (7.5699, 0.0206, -5.6250)  0.081
H (8.2432, 0.1059, -3.2277)  0.082
H (6.5221, 0.5660, -1.5016)  0.097
H (1.4813, 1.2585, -6.4352)  0.077
H (-0.6914, 0.8841, -7.4243)  0.079
H (-2.6521, 0.2496, -5.9340)  0.066
H (-2.2395, 0.0987, -3.4917)  0.051
S (0.8405, -4.3967, 2.9185)  1.066
C (1.9417, -3.3265, 3.7063)  -0.496
C (3.2146, -3.6008, 4.3933)  -0.098
C (4.0072, -2.6053, 4.7954)  -0.067
C (3.6242, -1.1473, 4.6884)  -0.186
C (2.4087, -0.9103, 3.7692)  -0.157
C (1.5703, -2.0660, 3.4125)  -0.343
N (0.4799, -1.8902, 2.6126)  0.128
C (-0.0175, -3.0359, 2.2367)  -0.515
C (-1.1574, -3.1041, 1.2935)  -0.312
C (-2.2259, -4.0206, 1.5211)  -0.083
C (-3.3802, -3.9338, 0.7080)  -0.144
C (-3.4973, -2.9816, -0.2576)  -0.088
C (-2.3730, -2.0034, -0.5245)  -0.348
C (-1.0936, -2.1781, 0.2797)  -0.019
H (3.5344, -4.6279, 4.5275)  0.094
H (4.9542, -2.8385, 5.2726)  0.100
H (3.5387, -0.7248, 5.6925)  0.135
H (1.7993, -0.0654, 4.0934)  0.162
H (-2.1694, -4.7634, 2.3111)  0.074
H (-4.1983, -4.6279, 0.8747)  0.081
H (-4.4030, -2.8895, -0.8458)  0.068
H (-2.1281, -2.0376, -1.5945)  0.123
Cl (5.6347, 1.5324, 5.4782)  0.579
C (4.4793, 1.2033, 4.1796)  -0.634
C (4.4487, -0.2157, 3.7272)  -0.265
C (3.3540, -0.3987, 2.6322)  -0.564
Cl (3.8384, -1.6507, 1.4661)  0.781
C (2.6652, 0.7775, 1.9191)  -0.364
O (2.0512, 0.5429, 0.8868)  -0.070
C (2.7066, 2.0106, 2.6442)  -0.152
C (1.7582, 3.0494, 2.4583)  -0.266
O (0.7571, 3.0720, 1.7349)  -0.052
C (3.6852, 2.1662, 3.7080)  -0.092
H (5.4401, -0.5802, 3.4525)  0.127
H (1.9955, 3.9659, 3.0465)  0.109
H (3.7603, 3.1534, 4.1569)  0.102
S (-4.1567, 0.0213, -1.3232)  0.564
C (-2.8930, -0.5408, -0.3348)  -0.830
N (-2.2811, 0.1113, 0.6441)  -0.165
C (-5.3907, 1.1601, 1.8907)  -0.169
C (-4.6178, 2.2303, 1.1270)  -0.399
As (-2.7357, 1.7955, 1.0040)  1.234
C (-1.9405, 3.1614, -0.1119)  -0.320
C (-1.5849, 2.7114, -1.5285)  -0.148
C (-2.1313, 2.0633, 2.8253)  -0.329
C (-1.7830, 0.7623, 3.5509)  -0.148
H (-6.4394, 1.4442, 2.0027)  0.064
H (-4.9823, 1.0014, 2.8914)  0.058
H (-5.3485, 0.2133, 1.3518)  0.045
H (-4.6488, 3.1972, 1.6392)  0.067
H (-4.9852, 2.3429, 0.1111)  0.034
H (-1.0516, 3.4922, 0.4287)  0.045
H (-2.6840, 3.9616, -0.1047)  0.069
H (-0.7979, 1.9579, -1.5514)  0.052
H (-1.2028, 3.5690, -2.0854)  0.077
H (-2.4411, 2.3005, -2.0603)  0.034
H (-2.9466, 2.5927, 3.3201)  0.063
H (-1.2641, 2.7255, 2.7695)  0.047
H (-2.6139, 0.0558, 3.5505)  0.064
H (-1.5161, 0.9839, 4.5873)  0.068
H (-0.9481, 0.2404, 3.0847)  0.041

## Properties
relative energy (zero: lowest compared OMol25 entry of this formula, charge and spin) = 654.3 kJ/mol
calculated total energy = -6444.3618 Eh
Kohn-Sham gap (spin up / spin down) = 0.181 / 0.117 Ha
net charge = -2
LUMO (spin up / spin down) = 3.682 / 3.674 eV
spin multiplicity = 1


Here is a molecular structure, C39H35ClN2Si2Sn at a distorted geometry from the OMol25 dataset. Energies are from ωB97M-V with the def2-TZVPD basis set.

Each line ends with the Löwdin charge.
Positions of all 80 atoms, in Å:
C (-1.4829, -0.5274, 1.2011)  -0.151
C (-2.1295, -0.0255, 0.0489)  -0.160
C (-1.8797, -0.9296, -1.0322)  -0.301
H (-2.7646, 0.8591, 0.0059)  0.113
C (-1.0444, -2.0054, -0.5146)  -0.301
C (-0.8378, -1.7435, 0.8807)  -0.159
H (-0.3274, -2.4043, 1.5787)  0.114
H (-1.5175, -0.0751, 2.1904)  0.115
H (-2.3447, -0.9161, -2.0190)  0.096
H (-0.7913, -2.9206, -1.0481)  0.095
Sn (0.4862, -0.1692, -1.0189)  1.367
Si (2.3003, 1.3539, -4.3710)  0.319
C (0.8296, 2.6951, -4.5063)  -0.304
C (1.0998, 3.9928, -4.9714)  -0.106
H (2.1219, 4.3141, -5.1630)  0.100
C (0.0601, 4.9072, -5.2098)  -0.065
H (0.2505, 5.8884, -5.6590)  0.116
C (-1.2544, 4.5471, -4.8964)  -0.081
H (-2.0856, 5.2273, -5.0833)  0.111
C (-1.5221, 3.3166, -4.2878)  -0.089
H (-2.5417, 3.0267, -4.0144)  0.108
C (-0.4652, 2.4422, -4.0211)  -0.164
H (-0.6512, 1.5261, -3.4512)  0.052
C (0.6718, -0.3945, -4.7025)  -0.340
C (-0.7961, -0.4813, -4.8820)  -0.125
H (-1.4502, 0.3908, -4.9433)  0.130
C (-1.3016, -1.7801, -5.3790)  -0.077
H (-2.2633, -1.8900, -5.9051)  0.160
C (-0.7301, -2.8978, -4.7026)  0.021
H (-1.2300, -3.8654, -4.7233)  0.151
C (0.4870, -2.7513, -4.0752)  -0.052
H (0.8835, -3.5599, -3.4530)  0.139
C (1.2224, -1.5707, -4.1337)  -0.161
H (2.1750, -1.5729, -3.5993)  0.087
H (2.2853, 1.0584, -2.8914)  -0.085
Si (0.1100, -0.8121, -6.4535)  0.805
C (0.7603, -2.0529, -7.6905)  -0.229
C (0.2385, -2.0917, -8.9998)  -0.058
H (-0.2608, -1.1966, -9.3849)  0.115
C (0.3236, -3.2797, -9.7360)  -0.046
H (-0.0952, -3.3318, -10.7455)  0.123
C (0.9713, -4.4001, -9.1858)  -0.040
H (0.9978, -5.3458, -9.7471)  0.125
C (1.6801, -4.2662, -7.9792)  -0.048
H (2.2778, -5.1076, -7.6191)  0.118
C (1.6293, -3.0636, -7.2573)  -0.088
H (2.2085, -2.9079, -6.3399)  0.098
C (-0.0514, 0.8863, -7.3949)  -0.240
C (-1.3053, 1.4529, -7.6444)  -0.095
H (-2.2162, 0.9526, -7.3099)  0.105
C (-1.3902, 2.6481, -8.3743)  -0.060
H (-2.3677, 3.0547, -8.6555)  0.117
C (-0.2294, 3.3230, -8.7679)  -0.052
H (-0.2975, 4.2444, -9.3626)  0.122
C (1.0228, 2.8050, -8.4135)  -0.053
H (1.9309, 3.3448, -8.6779)  0.120
C (1.1066, 1.6078, -7.6988)  -0.101
H (2.0804, 1.2341, -7.3704)  0.086
H (3.4033, 2.3195, -4.3683)  -0.061
Cl (3.6862, -0.1244, -5.1958)  0.235
C (0.1032, 3.6694, 1.5869)  -0.012
C (0.8835, 3.3913, 2.7120)  -0.004
C (1.6091, 2.2061, 2.7458)  0.023
C (1.5173, 1.2990, 1.6814)  -0.194
N (0.7291, 1.5662, 0.6005)  -0.028
C (0.0557, 2.7385, 0.5487)  -0.092
C (2.2461, 0.0161, 1.6792)  -0.189
C (3.0513, -0.4022, 2.7487)  0.028
C (3.6698, -1.6488, 2.7083)  -0.003
C (3.5169, -2.4405, 1.5703)  -0.019
C (2.7358, -1.9690, 0.5184)  -0.102
N (2.0882, -0.7811, 0.5865)  -0.051
H (-0.4753, 4.5863, 1.5009)  0.124
H (0.9190, 4.0789, 3.5522)  0.129
H (2.2479, 1.9543, 3.5857)  0.113
H (-0.5216, 2.9320, -0.3586)  0.122
H (3.1648, 0.2589, 3.6010)  0.114
H (4.2539, -1.9938, 3.5549)  0.129
H (3.9812, -3.4174, 1.4847)  0.122
H (2.6237, -2.5350, -0.4116)  0.117

## Properties
relative energy (zero: lowest compared OMol25 entry of this formula, charge and spin) = 567.7 kJ/mol
calculated total energy = -2869.4395 Eh
Kohn-Sham gap = 0.192 Ha
net charge = +2
LUMO = -7.508 eV
spin multiplicity = 1